# 1
DFT (ωB97M-V with the def2-TZVPD basis set) results for C19H28IrN7O7PS as an isolated structure.

Properties
LUMO level (spin up / spin down), Eh: -0.26963 / -0.30756
Orbital gap (spin up / spin down), eV: 6.7 / 5.6
Spin multiplicity: 2
Total charge: +2

Last column: Löwdin spin population.
Atoms and positions in Å:
Ir  -0.71331  0.65997  0.40106  0.02
C  -3.17359  0.53518  2.32756  0.00
C  -3.67717  0.41319  0.91309  0.00
N  -2.82465  1.18678  0.00458  0.01
C  -3.04443  2.64242  -0.07691  0.00
C  -2.39409  3.44988  1.01146  0.00
S  -0.71040  2.86739  1.40367  0.00
C  -0.88227  2.44022  3.16573  0.00
C  -0.97126  0.95311  3.40902  0.00
N  -1.71449  0.26240  2.34919  0.00
H  -3.71073  -0.16535  2.96722  0.00
H  -3.35393  1.53379  2.72037  0.00
H  -4.71956  0.73316  0.84884  0.00
H  -3.62503  -0.63243  0.60519  0.00
H  -2.98047  0.85626  -0.94883  0.00
H  -4.11434  2.86918  -0.08909  0.00
H  -2.63399  2.95615  -1.02725  0.00
H  -2.95537  3.49315  1.94209  0.00
H  -2.28595  4.47309  0.65321  0.00
H  -1.73609  2.99954  3.54341  0.00
H  0.00047  2.82951  3.67122  0.00
H  -1.40902  0.78248  4.39669  0.00
H  0.03159  0.53811  3.41005  0.00
H  -1.57850  -0.73693  2.47090  0.00
O  1.32885  -2.57532  -1.84917  0.00
C  0.51984  -1.69052  -1.76467  0.00
O  0.14211  -1.22305  -0.54409  0.04
C  -0.09177  -0.98974  -2.88133  0.00
C  -0.11064  -1.62274  -4.11954  0.00
C  -0.63959  -0.98245  -5.20732  0.00
C  -1.17280  0.28548  -5.08949  0.00
C  -1.16722  0.89055  -3.85592  0.00
C  -0.58044  0.32058  -2.69976  0.00
O  -0.44598  1.03621  -1.60260  0.00
N  -1.83823  2.18302  -3.75426  0.00
O  -1.62241  3.01531  -4.59030  0.00
O  -2.63022  2.30931  -2.82822  0.00
N  -0.65597  -1.65512  -6.51702  0.00
O  -1.15348  -1.04684  -7.43532  0.00
O  -0.17146  -2.76169  -6.56883  0.00
H  0.29613  -2.61963  -4.22788  0.00
H  -1.60159  0.78705  -5.94745  0.00
C  4.46406  -0.53181  1.58368  0.01
N  3.94097  -1.07097  0.35515  0.06
C  3.79588  -2.52267  0.44183  0.01
N  2.90617  -2.87976  1.56049  0.09
C  3.41418  -2.34597  2.80685  0.01
N  3.50161  -0.88341  2.64735  0.40
C  2.28516  -0.21776  2.59367  0.16
P  1.21662  -0.77390  0.88584  0.09
C  2.76494  -0.39957  -0.13296  0.02
C  1.52351  -2.60811  1.31013  0.03
H  4.57556  0.54877  1.51953  0.00
H  5.42785  -0.98325  1.80817  0.00
H  4.77417  -2.96924  0.61169  0.00
H  3.37161  -2.90160  -0.48512  0.00
H  4.40522  -2.74639  3.00628  0.00
H  2.75070  -2.59663  3.63253  0.00
H  2.40342  0.86247  2.49679  0.01
H  1.64263  -0.48441  3.43348  0.01
H  2.91682  0.68037  -0.12524  0.00
H  2.58226  -0.71581  -1.15605  0.01
H  1.18593  -3.16803  0.44084  0.01
H  0.92217  -2.89299  2.17573  0.00

# 2
DFT (ωB97M-V with the def2-TZVPD basis set) results for C4H3NO2 as an isolated structure.

Properties
LUMO level, Eh: -0.00421
Orbital gap, eV: 8.9
Spin multiplicity: 1

Last column: Mulliken charge in e.
Atoms and positions in Å:
O  1.86569  0.77962  0.44139  -0.29
C  1.42928  0.19906  -0.45883  0.22
C  1.12283  -1.87566  -0.12025  -0.14
N  0.11436  -1.22727  -0.15143  0.02
C  -0.78495  -0.22116  -0.32082  -0.46
C  -1.13799  0.58815  0.82507  0.01
O  -0.56100  0.55678  1.89821  -0.52
H  1.31194  0.16086  -1.53009  0.41
H  -1.40332  -0.26957  -1.21028  0.41
H  -1.95684  1.30918  0.62702  0.33

# 3
DFT (ωB97M-V with the def2-TZVPD basis set) results for C24H16IrN7O4S as an isolated structure.

Properties
LUMO level (spin up / spin down), Eh: -0.24588 / -0.29624
Orbital gap (spin up / spin down), eV: 6.8 / 6.6
Spin multiplicity: 5
Total charge: +2

Last column: Löwdin spin population.
Atoms and positions in Å:
Ir  0.01369  1.31496  0.53576  2.43
S  1.64402  -5.84372  1.92199  0.05
N  0.56789  -4.77671  2.46125  -0.01
C  0.63695  -3.71378  1.68796  0.03
C  -0.24676  -2.57512  2.00444  0.00
C  -1.26209  -2.69208  2.96083  0.01
C  -2.03880  -1.60142  3.31601  0.00
C  -1.80016  -0.38319  2.71370  0.02
N  -0.84319  -0.26475  1.78675  0.08
C  -0.10526  -1.32300  1.45248  0.03
C  1.08199  -1.73727  -0.70947  0.05
N  1.56526  -0.75314  -1.61746  0.14
C  2.59222  -1.03761  -2.34984  0.05
C  3.35614  -2.24110  -2.24375  0.27
C  3.05564  -3.12593  -1.22881  -0.01
C  1.97398  -2.89967  -0.40087  0.25
C  1.63505  -3.83152  0.66002  0.00
N  2.27562  -4.99103  0.72748  0.07
H  -1.41023  -3.65781  3.42718  0.00
H  -2.81630  -1.68882  4.06185  0.00
H  -2.36850  0.50421  2.95596  0.00
H  2.89452  -0.27298  -3.06027  0.00
H  4.19923  -2.40208  -2.90044  0.01
H  3.66214  -4.00468  -1.05319  -0.01
O  -0.54569  -3.44426  -1.16788  0.01
C  -0.32054  -2.26917  -1.21822  0.03
O  0.84037  -0.94667  0.53508  0.10
C  -1.36281  -1.31150  -1.72439  0.01
C  -2.53353  -1.83559  -2.27372  0.00
C  -3.55958  -0.99589  -2.68935  0.01
C  -3.45468  0.37917  -2.52493  0.00
C  -2.29985  0.87170  -1.95041  0.01
C  -1.24818  0.05935  -1.59255  0.01
N  -2.16657  2.30575  -1.69530  0.01
O  -1.42230  2.66285  -0.74722  0.10
O  -2.76978  3.08697  -2.35912  0.02
H  -2.62581  -2.90948  -2.37040  0.00
H  -4.45453  -1.41377  -3.12978  0.00
H  -4.25024  1.05211  -2.81422  0.00
H  -0.26420  0.48998  -1.37885  0.01
N  2.30233  3.15678  -0.53605  0.03
C  1.55302  3.87142  0.33899  0.03
C  1.65512  5.26415  0.43188  0.00
C  0.85884  5.93947  1.31755  0.01
C  -0.04131  5.24074  2.13765  0.00
C  -0.11391  3.89322  2.00086  0.01
N  0.66016  3.20461  1.10499  0.10
H  3.00868  3.63363  -1.06979  0.00
H  2.43517  2.16804  -0.39910  0.01
H  2.36685  5.78325  -0.19640  0.00
H  0.93281  7.01665  1.39219  0.00
H  -0.66172  5.74683  2.86230  0.00
H  -0.78113  3.29791  2.60664  0.00

# 4
DFT (ωB97M-V with the def2-TZVPD basis set) results for a 2-piece molecular cluster, C5H14N4O3S overall.

Properties
LUMO level, Eh: -0.00159
Orbital gap, eV: 8.5
Spin multiplicity: 1

Last column: Mulliken charge in e.
Atoms and positions in Å:
C  -1.38758  -1.29691  -0.44658  0.76
C  0.75474  1.94449  -1.34611  -1.04
C  1.93095  -0.16621  -1.22083  -0.98
C  1.03423  -0.39998  1.64216  -1.17
C  0.79284  0.74204  0.70120  0.21
N  -0.97814  -2.60827  -0.21490  -0.41
N  -2.01128  -0.72706  0.55364  -0.72
N  1.14848  0.82461  -0.52559  0.19
N  -0.00846  -0.56706  2.62230  -0.72
O  -2.21528  1.37864  -0.97604  -0.56
O  -1.03303  -0.77443  -1.53832  -0.78
O  -1.77165  1.58840  1.46589  -0.61
S  -2.62467  0.82136  0.53840  0.47
H  0.41904  1.57393  -2.31333  0.37
H  -0.06739  2.48704  -0.88328  0.42
H  1.60514  2.61363  -1.49178  0.33
H  2.73505  0.32461  -1.76827  0.39
H  2.35160  -0.89479  -0.53497  0.35
H  1.26868  -0.67633  -1.92635  0.31
H  1.11075  -1.34678  1.09802  0.54
H  1.98587  -0.22473  2.16521  0.40
H  0.09296  1.49362  1.08620  0.63
H  -1.49765  -3.09361  0.49867  0.26
H  -0.81413  -3.13979  -1.05682  0.23
H  -0.89283  -0.74515  2.13461  0.45
H  -0.14579  0.27483  3.17118  0.29
H  -1.78246  0.59390  -1.43429  0.38

# 5
DFT (ωB97M-V with the def2-TZVPD basis set) results for a 2-piece molecular cluster, C4H13N2O overall.

Properties
LUMO level, Eh: -0.10550
Orbital gap, eV: 11.3
Spin multiplicity: 1
Total charge: +1

Last column: Mulliken charge in e.
Atoms and positions in Å:
C  0.06037  -1.75322  0.26235  -0.64
C  0.11440  -1.11148  -1.13343  -0.58
C  1.04469  0.10760  -1.28481  -0.61
C  0.98873  2.26394  -0.36466  -0.33
N  0.93043  1.02321  -0.19814  -0.27
N  0.07541  -0.74146  1.35652  -0.14
H  0.89873  -2.42412  0.45319  0.38
H  -0.85505  -2.31614  0.29872  0.30
H  0.49252  -1.87650  -1.79861  0.34
H  -0.89390  -0.78767  -1.36891  0.30
H  2.05588  -0.27619  -1.35784  0.28
H  0.82079  0.53980  -2.27620  0.42
H  1.11162  2.69420  -1.34988  0.27
H  0.91859  2.93790  0.49916  0.26
H  0.70026  -1.00700  2.09372  0.35
H  0.41120  0.16251  0.89736  0.29
H  -0.84075  -0.55439  1.74589  0.35
H  -2.93257  0.39435  0.85033  0.33
H  -2.80539  1.63756  1.61746  0.31
O  -2.29598  1.08710  1.05778  -0.62

# 6
DFT (ωB97M-V with the def2-TZVPD basis set) results for a 2-piece molecular cluster, C2H10N3 overall.

Properties
LUMO level (spin up / spin down), Eh: -0.11745 / -0.28990
Orbital gap (spin up / spin down), eV: 6.6 / 7.4
Spin multiplicity: 3
Total charge: +1

Last column: Löwdin spin population.
Atoms and positions in Å:
C  2.40764  0.20255  0.48060  0.04
C  0.97678  -0.05096  -0.22245  0.58
N  0.74003  -0.74830  -1.30633  0.58
N  -0.06676  0.53366  0.33675  0.71
N  -2.77642  0.02841  0.13561  0.00
H  3.29031  0.12720  -0.14244  0.00
H  2.57064  -0.43770  1.38066  0.02
H  2.30318  1.17715  0.79659  0.00
H  -0.28331  -0.95093  -1.39025  0.01
H  1.31484  -1.20215  -2.03666  0.01
H  -0.06416  1.07879  1.21498  0.02
H  -1.13179  0.29283  -0.03627  0.01
H  -2.80271  0.21493  1.19844  0.00
H  -3.35493  0.72584  -0.32421  0.00
H  -3.12333  -0.99131  -0.08503  0.00